(1)
C15H21F5IO3P2Pd | wB97M-V/def2-TZVPD

The geometry in XYZ format:
```
48
Properties=species:S:1:pos:R:3:forces:R:3
C -0.00834 0.28136 -7.19155 0.0 -0.1 0.2
C -0.00114 1.11462 -5.93703 0.0 4.8 -3.0
H -0.00522 0.93816 -8.07170 0.0 0.0 0.4
H -0.90245 -0.34839 -7.21757 0.0 0.0 0.1
H 0.87724 -0.36037 -7.21972 0.0 0.0 0.1
O 0.00976 2.31419 -5.84615 0.0 -4.4 1.0
I -0.01265 -0.13515 -4.10644 0.0 -0.3 0.8
Pd -0.02682 0.79418 -0.51472 0.0 -1.3 0.3
P 2.19618 0.24227 -0.35744 0.4 1.0 -0.2
C 3.06508 1.49087 0.62408 0.5 -0.1 0.0
C 2.61040 -1.33211 0.41034 0.1 -0.4 -0.2
H 3.66890 -1.57975 0.23668 -0.3 0.0 0.1
H 3.98444 0.06948 -1.98657 -0.2 0.1 -0.2
H 1.95272 -2.10470 -0.00799 0.3 0.0 0.1
H 2.39125 -0.42743 -2.65051 0.5 0.1 0.3
H 2.71512 1.41527 1.66125 0.1 0.1 -0.2
H 2.40173 -1.25907 1.48321 0.2 0.0 -0.3
C 2.91225 0.29868 -2.00972 0.4 -0.4 -0.3
H 4.14806 1.30588 0.59191 -0.2 0.2 0.1
H 2.75346 1.29329 -2.44103 0.1 -0.1 0.1
H 2.84936 2.49679 0.24391 0.1 -0.2 0.1
P -2.25971 0.31765 -0.40251 -0.4 0.9 -0.3
C -3.14185 1.60613 0.50492 -0.4 -0.1 0.0
C -2.95590 0.30881 -2.06238 -0.4 -0.3 -0.3
H -2.09955 -2.03484 -0.03537 -0.3 0.0 0.2
H -3.76606 -1.42666 0.30602 0.3 0.0 0.1
H -2.41413 -1.14230 1.47246 -0.3 -0.1 -0.3
C -2.68953 -1.22688 0.41427 -0.1 -0.3 -0.1
H -2.43147 -0.44448 -2.66770 -0.5 0.1 0.3
H -4.03042 0.08824 -2.03785 0.2 0.1 -0.2
H -4.22505 1.45170 0.40727 0.2 0.2 0.2
H -2.87021 2.59409 0.11497 -0.1 -0.2 0.1
H -2.78618 1.28782 -2.52408 -0.1 -0.1 0.1
H -2.85017 1.54226 1.56085 -0.2 0.1 -0.2
C -0.00847 2.36835 0.57752 0.3 4.3 1.9
O 0.04887 3.37857 1.14250 -0.2 -3.4 -1.7
F 0.22845 -1.36320 7.18394 -0.2 0.3 -2.3
C 0.16892 -1.28726 5.84561 -0.1 0.0 2.4
C -0.47100 -0.21086 5.20241 -1.0 1.5 4.3
F -1.06044 0.74993 5.94459 1.4 -2.0 -1.7
C -0.51876 -0.16352 3.83329 -0.9 2.2 -3.1
F -1.04151 0.90972 3.19494 1.0 -2.3 1.6
C 0.02361 -1.21250 3.02572 0.0 0.1 -2.4
O 0.00693 -1.12671 1.76825 0.0 -0.4 1.9
C 0.59535 -2.33603 3.72625 0.7 -2.1 -3.8
F 1.04176 -3.37429 2.98836 -0.9 2.3 1.8
C 0.68740 -2.34756 5.09725 1.3 -2.5 3.6
F 1.23980 -3.41422 5.72527 -1.3 2.6 -1.5
```
Forces are in eV/Å.

Its lowest unoccupied orbital energy (alpha / beta) is -0.362 / -0.527 Ha. As for the total charge: +3. The expectation value of S² is 6.033. As for the spin multiplicity: 5. The orbital gap (alpha / beta) comes out at 6.732 / 2.618 eV.


(2)
C15H21FN2S | wB97M-V/def2-TZVPD

The geometry in XYZ format:
```
40
Properties=species:S:1:pos:R:3:forces:R:3
F 4.84027 4.21522 -0.20431 0.0 -0.1 0.0
C 4.13227 3.19402 -0.73243 -0.1 0.0 -0.1
C 4.32017 1.91651 -0.23550 0.0 0.2 0.0
C 3.58985 0.87855 -0.78209 0.0 0.1 0.0
C 2.68167 1.11305 -1.80971 -0.1 0.0 -0.1
C 1.87045 -0.03205 -2.35862 0.2 0.1 -0.2
N 0.93272 -0.53436 -1.37708 -0.4 0.0 0.4
C 1.16528 -1.63569 -0.63119 -0.1 -0.1 0.0
S 2.40848 -2.68708 -0.94732 0.6 -0.6 -0.1
N 0.34028 -1.90723 0.40292 -0.1 0.1 0.1
C -0.87378 -1.20796 0.78004 -0.1 -0.1 -0.2
C -2.01666 -1.48603 -0.21268 0.1 0.4 -0.1
C -2.95688 -0.29190 -0.36776 -0.3 -0.3 0.1
C -3.88612 -0.06589 0.82246 0.2 0.3 -0.1
C -3.18039 0.06542 2.17251 -0.3 -0.2 0.0
C -2.62476 -1.26561 2.68418 0.2 0.1 0.0
C -1.20186 -1.59842 2.22458 -0.1 0.2 0.0
C 2.51193 2.40624 -2.28590 0.1 -0.2 0.1
C 3.23914 3.45680 -1.75411 0.2 0.2 0.2
H 5.02966 1.74793 0.55892 0.1 0.0 0.1
H 3.72677 -0.12771 -0.41607 0.0 -0.1 0.0
H 2.52404 -0.86941 -2.62123 -0.2 0.2 -0.1
H 1.31164 0.28248 -3.24472 0.1 0.0 0.0
H 0.24268 0.12491 -1.05010 0.0 0.0 0.0
H 0.49789 -2.81359 0.81873 0.1 0.1 -0.1
H -0.65195 -0.13225 0.75763 -0.1 0.0 0.0
H -1.57224 -1.70674 -1.18652 0.0 -0.1 0.1
H -2.57586 -2.36891 0.09686 0.0 -0.1 0.0
H -2.36353 0.61148 -0.53696 0.0 0.1 -0.1
H -3.57358 -0.44371 -1.25649 0.0 0.1 0.0
H -4.46042 0.84460 0.63483 -0.1 0.0 0.0
H -4.59850 -0.89206 0.88186 -0.1 0.0 0.0
H -3.91502 0.43018 2.89388 0.1 0.1 0.0
H -2.38670 0.81170 2.11545 0.0 0.1 0.0
H -2.61918 -1.25712 3.77590 0.0 -0.1 0.0
H -3.30577 -2.06179 2.37844 0.0 0.0 0.0
H -0.48149 -1.10017 2.87686 0.0 -0.1 0.0
H -1.05269 -2.67516 2.33933 0.1 0.0 0.0
H 1.81098 2.59683 -3.08575 -0.1 0.0 -0.1
H 3.12116 4.46494 -2.11884 0.0 0.1 0.0
```
Forces are in eV/Å.

Its lowest unoccupied orbital energy is 0.022 Ha. The orbital gap comes out at 8.675 eV. As for the SMILES: Fc1ccc(CNC(=S)NC2CCCCCC2)cc1.


(3)
C15H21MgN5O6S | wB97M-V/def2-TZVPD

The geometry in XYZ format:
```
49
Properties=species:S:1:pos:R:3:forces:R:3
Mg -0.63762 0.39248 0.31045 -0.4 0.2 0.8
C -2.03076 -2.94139 -0.81870 0.1 0.0 0.0
N -0.68163 -3.41589 -0.54772 -0.5 0.0 0.7
C -0.59376 -4.81357 -0.14819 0.1 0.0 -0.1
C 0.13924 -4.99166 1.16845 -0.1 0.0 0.1
C 1.45511 -4.23642 1.17900 0.1 -0.1 -0.1
N 1.41356 -3.02198 0.37237 -0.1 0.1 0.7
C 2.41669 -2.05289 0.79333 0.0 0.0 -0.1
C 0.19019 -2.49955 -0.00104 0.9 -0.2 -2.0
O 0.13417 -1.31080 -0.38843 -0.3 0.3 0.4
H -2.66784 -3.03452 0.06584 0.0 0.0 0.0
H -2.44986 -3.51994 -1.64482 0.0 0.0 0.0
H -1.99436 -1.89691 -1.10895 0.0 0.0 0.0
H -0.12196 -5.39712 -0.95047 0.1 0.0 0.0
H -1.60879 -5.19907 -0.02988 0.0 0.0 -0.1
H 0.31626 -6.05375 1.35815 0.0 0.0 0.0
H -0.49221 -4.59163 1.95870 0.0 0.0 0.0
H 2.27299 -4.85907 0.79365 0.0 0.0 0.0
H 1.70038 -3.97803 2.21458 0.0 0.1 0.0
H 2.24061 -1.72123 1.81984 0.0 0.0 0.0
H 2.37894 -1.18418 0.14408 0.0 0.0 0.0
H 3.39879 -2.52747 0.71132 0.0 0.0 0.0
O 0.34455 -0.28579 2.45823 -0.1 -0.2 -0.2
S -0.91199 -1.07012 2.61134 -0.3 -0.1 0.3
O -0.72946 -2.41350 1.96912 0.0 0.0 0.4
O -1.93736 -0.31812 1.79047 0.4 0.0 -0.4
O -1.34776 -1.24448 3.99190 0.1 0.2 -0.2
O -2.08261 0.70621 -1.18446 0.4 -0.1 -0.2
N -3.25690 0.64231 -1.61881 -0.1 -0.1 0.1
C -3.39318 0.55370 -2.93695 -0.2 0.0 -0.2
C -2.30672 0.52960 -3.87196 0.0 0.1 0.1
N -1.47231 0.52397 -4.66627 0.0 0.0 0.0
C -4.72442 0.49106 -3.46096 0.2 0.0 0.1
N -5.78210 0.43490 -3.91737 0.0 0.0 0.0
C 0.47732 5.80979 0.70099 0.0 0.0 0.0
C 1.42905 4.75939 0.11056 0.0 0.0 0.0
C 2.72942 4.74505 0.92904 0.0 0.0 0.0
C 1.75271 5.13952 -1.34060 0.0 0.0 0.0
C 0.79616 3.43100 0.15305 -0.1 -0.2 0.0
C 0.27834 2.32456 0.19842 0.1 0.1 -0.1
H 0.94039 6.80330 0.68478 0.0 0.0 0.0
H 0.22553 5.55331 1.73094 0.0 0.0 0.0
H -0.45002 5.84271 0.12745 0.0 0.0 0.0
H 3.20973 5.73043 0.91208 0.0 0.0 0.0
H 3.42209 4.00781 0.52034 0.0 0.0 0.0
H 2.51899 4.47070 1.96353 0.0 0.0 0.0
H 2.24790 6.11651 -1.38375 0.0 0.0 0.0
H 0.83735 5.17976 -1.93285 0.0 0.0 0.0
H 2.40716 4.39102 -1.78981 0.0 0.0 0.0
```
Forces are in eV/Å.

Its lowest unoccupied orbital energy is 0.174 Ha. As for the total charge: -2. The orbital gap comes out at 7.619 eV.


(4)
C15H21N3O7S | wB97M-V/def2-TZVPD

The geometry in XYZ format:
```
47
Properties=species:S:1:pos:R:3:forces:R:3
C -0.62371 -1.95892 1.29713 -0.2 -0.2 0.1
O 0.25433 -0.86056 1.16965 0.4 0.1 -0.1
C 1.53908 -1.06856 0.77661 0.2 0.0 -0.1
C 2.02865 -2.34632 0.51701 -0.1 0.2 0.1
C 3.33163 -2.56415 0.11880 0.4 0.2 -0.1
C 4.16797 -1.46830 -0.00896 -1.4 0.1 0.4
N 5.51894 -1.65261 -0.45216 0.6 -0.1 -0.2
O 6.13298 -0.67268 -0.82040 0.2 0.2 0.0
O 5.96201 -2.78357 -0.45380 0.1 -0.2 0.0
C 3.71293 -0.18373 0.26131 0.2 -0.5 0.0
C 2.39832 0.05797 0.64030 0.4 -1.0 -0.1
N 2.01295 1.36815 0.89462 0.2 1.2 -0.2
C 0.65288 1.72241 1.21311 -0.3 0.3 0.0
C -0.28136 1.47618 0.02979 0.0 0.2 0.5
O 0.13509 1.28854 -1.09710 0.0 -0.1 -0.2
N -1.58849 1.57224 0.33396 -0.3 0.0 0.2
C -2.63055 1.33370 -0.63634 -0.1 -0.5 0.0
C -3.11877 -0.12300 -0.58588 0.3 0.4 -0.4
C -4.30661 -0.37857 -1.53077 0.1 -0.1 0.2
C -5.29939 -1.14314 -0.65383 0.1 0.1 0.2
C -4.95660 -0.60177 0.73153 -0.4 -0.1 0.0
O -3.54988 -0.45507 0.73246 0.2 0.0 0.1
S 2.91810 2.65722 0.22156 0.1 0.1 -0.1
C 2.99531 2.33839 -1.55290 -0.1 0.0 0.7
O 2.14287 3.84016 0.44823 -0.3 0.0 -0.2
O 4.23296 2.63442 0.78335 0.2 -0.2 -0.1
H -0.30425 -2.63311 2.09742 0.0 0.0 -0.1
H -1.59287 -1.52702 1.54582 0.1 -0.1 0.0
H -0.70984 -2.51666 0.36037 0.0 0.0 0.0
H 1.37759 -3.19795 0.62131 -0.1 0.0 0.0
H 3.69754 -3.55548 -0.09391 0.0 0.0 0.0
H 4.41811 0.62863 0.21246 0.1 -0.1 0.0
H 0.66535 2.79780 1.40899 -0.2 -0.2 0.1
H 0.32008 1.19922 2.10960 0.0 0.1 -0.1
H -1.86978 1.55639 1.30120 0.1 0.0 0.0
H -3.46060 2.01405 -0.42852 0.0 0.0 -0.1
H -2.21745 1.54264 -1.62480 -0.1 0.0 0.0
H -2.26771 -0.77380 -0.81544 0.0 0.1 0.0
H -4.00826 -0.93882 -2.41295 0.0 0.0 -0.1
H -4.73602 0.57114 -1.85172 0.0 0.0 -0.1
H -6.33567 -0.96391 -0.92783 -0.1 0.0 0.0
H -5.09863 -2.21384 -0.69325 0.0 0.0 0.0
H -5.21889 -1.27597 1.54766 0.0 0.1 0.0
H -5.44241 0.37033 0.89887 0.0 -0.1 0.0
H 3.81662 1.67029 -1.77072 0.1 -0.1 0.0
H 3.14664 3.30151 -2.02293 0.1 0.2 0.0
H 2.03880 1.91611 -1.83894 -0.1 0.0 0.0
```
Forces are in eV/Å.

Its lowest unoccupied orbital energy is -0.006 Ha. The orbital gap comes out at 8.367 eV. As for the SMILES: COc1ccc([N+](=O)[O-])cc1N(CC(=O)NC[C@@H]1CCCO1)S(C)(=O)=O.


(5)
C15H21NO | wB97M-V/def2-TZVPD

The geometry in XYZ format:
```
38
Properties=species:S:1:pos:R:3:forces:R:3
O -1.34155 -2.02645 -1.28286 0.0 0.1 -0.5
C -1.33180 -1.77907 -0.09552 -0.4 -0.1 0.6
C -2.51742 -1.19233 0.64624 -0.1 0.2 -0.2
C -2.53760 0.34929 0.58881 0.0 -0.1 0.1
C -1.37329 0.97110 1.37049 -0.2 0.2 0.1
C -1.23679 2.44478 1.00320 0.2 -0.1 0.1
C -0.74950 2.58277 -0.44408 0.0 0.0 0.0
C -1.19862 1.39390 -1.29954 -0.1 0.1 0.0
C -2.56219 0.87350 -0.85935 0.0 0.0 -0.1
N -0.25754 -2.03182 0.69402 0.3 -0.3 0.3
C 1.04912 -2.34054 0.14063 0.0 0.0 -0.1
C 1.85778 -1.07325 0.01835 0.0 -0.1 -0.1
C 2.44480 -0.50836 1.14440 0.0 0.0 -0.1
C 3.10350 0.70513 1.05925 0.0 0.0 0.1
C 3.17840 1.36876 -0.15386 0.0 0.1 0.0
C 2.59892 0.81131 -1.28086 0.0 0.1 0.0
C 1.93990 -0.40326 -1.19510 0.1 -0.1 0.0
H -3.42540 -1.56848 0.17232 0.1 -0.1 0.0
H -2.50719 -1.51579 1.68932 0.0 0.0 0.0
H -3.46796 0.66002 1.07961 0.1 0.0 0.0
H -1.55163 0.86205 2.44341 0.1 -0.1 0.0
H -0.43223 0.47466 1.13120 0.1 -0.1 0.0
H -0.53724 2.93841 1.68020 -0.1 0.1 0.0
H -2.20795 2.92961 1.12282 0.0 0.1 0.1
H -1.13374 3.51308 -0.86647 0.1 0.0 0.0
H 0.34116 2.63819 -0.46340 0.0 0.1 0.0
H -1.24285 1.69023 -2.34877 0.1 -0.1 0.0
H -0.47082 0.58598 -1.22506 0.0 0.0 -0.1
H -3.29166 1.68163 -0.94542 -0.1 0.0 0.0
H -2.87074 0.07294 -1.53189 -0.1 0.0 0.0
H -0.27731 -1.72392 1.65353 -0.1 0.0 -0.1
H 0.87668 -2.78501 -0.84146 0.1 0.0 0.1
H 1.54643 -3.06509 0.79179 0.0 0.0 -0.1
H 2.38709 -1.02402 2.09359 0.0 -0.1 0.1
H 3.55597 1.13508 1.94093 0.0 0.0 0.1
H 3.68807 2.31879 -0.21964 0.0 0.1 0.0
H 2.65394 1.32607 -2.22867 0.0 0.0 -0.1
H 1.48106 -0.83595 -2.07191 -0.1 -0.1 -0.1
```
Forces are in eV/Å.

Its lowest unoccupied orbital energy is 0.030 Ha. The orbital gap comes out at 10.062 eV. As for the SMILES: O=C(CC1CCCCC1)NCc1ccccc1.


Number 1: total energy -65749.5850 eV. Number 2: total energy -32429.6572 eV. Number 3: total energy -51913.6145 eV. Number 4: total energy -45530.5193 eV. Number 5: total energy -19434.4068 eV.